1.
Molecular formula: C23H33N3O2
Method: DFT, the ωB97M-V functional and the def2-TZVPD basis

The geometry in XYZ format:
```
61
Properties=species:S:1:pos:R:3:forces:R:3
C 8.5318 -0.9005 -1.3606 0.0 0.2 0.0
C 8.3362 0.0544 -0.1907 -0.1 -0.2 0.0
H 9.2723 0.1666 0.3597 0.0 0.1 0.0
H 8.0467 1.0384 -0.5651 0.0 0.1 0.1
C 7.2598 -0.4548 0.7758 0.6 0.2 0.0
N 5.9507 -0.4294 0.1847 -0.5 0.2 0.0
C 5.0793 0.6078 0.1267 -0.3 0.0 -0.2
C 3.9875 0.1622 -0.6002 0.3 0.3 0.1
C 4.3072 -1.1654 -0.9304 0.1 0.3 0.2
N 5.4875 -1.5030 -0.4542 0.2 -0.8 -0.2
H 3.7190 -1.8676 -1.4855 -0.1 -0.2 -0.1
C 2.7313 0.8842 -0.9545 0.1 0.0 0.0
N 1.5837 0.3041 -0.2729 0.0 0.0 0.0
C 1.6613 0.4719 1.1650 0.0 -0.3 0.2
C 0.5471 -0.3179 1.8427 0.0 0.3 0.0
C -0.8132 0.1499 1.3375 0.1 -0.3 0.0
H -1.6140 -0.4462 1.7787 0.0 0.1 0.0
H -0.9730 1.1935 1.6207 -0.1 0.1 0.0
C -0.8368 0.0385 -0.1921 0.1 0.5 -0.1
C -2.1613 0.5440 -0.7298 0.4 -0.1 0.0
O -2.2418 1.5554 -1.3913 0.0 0.0 0.0
C -3.3761 -0.2338 -0.3640 -0.7 -0.1 0.0
C -4.5915 0.4362 -0.4025 0.0 -0.1 0.0
C -5.7875 -0.2020 -0.0743 0.4 -0.1 0.0
C -5.7487 -1.5460 0.2891 -0.3 0.1 0.0
C -4.5369 -2.2183 0.3147 0.1 0.0 0.0
C -3.3545 -1.5823 -0.0043 0.1 0.1 0.0
H -2.4328 -2.1411 0.0065 0.1 0.0 0.0
H -4.5250 -3.2631 0.5894 0.0 -0.1 0.0
H -6.6467 -2.0829 0.5518 -0.1 0.0 0.0
O -6.8938 0.5771 -0.1283 0.1 0.2 0.0
C -8.1855 0.0245 0.0923 -0.5 -0.1 0.0
C -9.1058 1.2057 0.3826 0.4 -0.3 0.0
H -10.1157 0.8545 0.5735 -0.1 0.0 0.0
H -9.1157 1.8800 -0.4694 0.0 0.1 -0.1
H -8.7480 1.7522 1.2510 0.0 0.1 0.1
C -8.6614 -0.7565 -1.1328 0.3 0.1 0.3
H -8.7190 -0.0893 -1.9894 0.0 0.1 -0.1
H -7.9716 -1.5622 -1.3730 0.0 -0.1 -0.1
H -9.6449 -1.1789 -0.9457 -0.1 -0.1 0.0
H -8.1615 -0.6339 0.9732 0.1 0.1 -0.1
H -4.6148 1.4764 -0.6881 0.0 0.1 0.0
C 0.3316 0.8324 -0.7758 -0.2 -0.2 -0.1
H 0.3208 0.7391 -1.8646 0.0 0.1 0.0
H 0.2039 1.9019 -0.5293 0.0 -0.1 -0.1
H -0.7041 -1.0104 -0.4709 0.0 0.0 0.0
H 0.6783 -1.3759 1.6104 0.0 -0.1 0.0
H 0.6133 -0.1907 2.9248 0.0 0.0 0.0
H 2.6328 0.1011 1.5002 0.0 0.1 0.0
H 1.5824 1.5395 1.4500 0.0 0.0 0.0
H 2.8360 1.9620 -0.7282 0.0 -0.1 -0.1
H 2.5549 0.7843 -2.0301 0.0 0.1 0.1
C 5.3446 1.9168 0.7790 0.0 -0.1 0.0
H 6.2240 2.4000 0.3536 0.0 0.1 0.0
H 4.4905 2.5743 0.6422 0.0 0.1 0.0
H 5.5116 1.7891 1.8492 0.0 0.1 0.1
H 7.2508 0.1521 1.6852 -0.1 -0.1 0.0
H 7.4699 -1.4941 1.0389 -0.1 0.1 0.1
H 8.9150 -1.8558 -1.0101 0.0 -0.1 0.0
H 7.5846 -1.0812 -1.8624 0.0 -0.1 -0.1
H 9.2356 -0.4868 -2.0787 0.1 0.0 -0.1
```
Positions in Å, forces in eV/Å.

Properties
2S+1: 1
Structure (SMILES): CCCn1ncc(CN2CCC[C@@H](C(=O)c3cccc(OC(C)C)c3)C2)c1C

---

2.
Molecular formula: C23H33N3O2
Method: DFT, the ωB97M-V functional and the def2-TZVPD basis

The geometry in XYZ format:
```
61
Properties=species:S:1:pos:R:3:forces:R:3
C 2.9942 -0.8757 5.0560 0.0 0.1 -0.4
C 3.7029 -0.3298 3.8241 0.3 -0.3 0.3
H 4.2857 0.5613 4.0679 -0.1 -0.1 -0.1
H 4.3559 -1.0972 3.3949 0.0 0.2 0.1
O 2.7719 0.0944 2.8315 -0.1 0.3 0.0
C 2.2589 -0.8526 2.0332 -0.1 -0.1 -0.2
O 2.5718 -2.0140 2.1079 0.1 -0.1 0.1
C 1.2365 -0.2735 1.0698 -0.2 0.2 -0.1
C 0.8113 -1.3363 0.0494 0.2 -0.2 0.0
C 1.9107 -1.6099 -0.9832 -0.1 -0.2 0.1
N 2.4324 -0.4338 -1.6440 -0.1 0.1 -0.1
C 2.8800 0.5459 -0.6807 -0.1 0.2 0.1
C 1.8101 0.9495 0.3344 0.2 0.0 -0.1
H 2.2305 1.6516 1.0549 0.0 0.0 0.0
H 0.9867 1.4246 -0.1994 0.1 0.0 0.2
H 3.2367 1.4292 -1.2165 0.1 0.0 0.0
H 3.7339 0.1001 -0.1542 0.1 0.1 0.0
C 1.7498 0.0247 -2.8257 0.3 -0.1 -0.1
C 0.3121 0.4758 -2.7795 -0.1 0.0 0.0
N -0.3973 0.8331 -1.7400 0.3 0.0 0.2
C -1.6320 1.1545 -2.2036 -0.2 0.0 -0.3
C -1.6714 0.9962 -3.5556 -0.4 0.1 0.1
N -0.4251 0.5649 -3.9267 0.0 0.0 0.4
C 0.0463 0.2615 -5.2573 0.2 -0.2 -0.5
C -0.9415 0.6507 -6.3477 0.2 0.0 0.2
H -1.1757 1.7112 -6.2941 -0.1 0.1 0.0
H -1.8617 0.0780 -6.2631 -0.1 0.0 0.0
H -0.4990 0.4440 -7.3188 0.0 0.0 -0.1
H 0.9909 0.7947 -5.4165 -0.1 -0.1 0.0
H 0.2551 -0.8145 -5.3235 0.0 0.2 0.0
H -2.4656 1.1546 -4.2529 -0.1 0.0 -0.2
H -2.4041 1.4687 -1.5302 -0.2 0.1 0.1
H 2.3470 0.8503 -3.2384 0.0 -0.1 -0.1
H 1.8021 -0.8015 -3.5488 0.0 0.2 0.0
H 1.5370 -2.3006 -1.7431 0.0 -0.1 0.0
H 2.7544 -2.0896 -0.4745 -0.1 -0.1 0.0
H 0.5947 -2.2740 0.5616 0.0 0.0 0.0
H -0.0866 -0.9797 -0.4527 0.0 -0.1 0.1
C 0.0241 0.2128 1.8898 0.1 -0.3 0.0
C -0.6753 -0.8657 2.7116 0.0 0.3 0.0
H -0.9230 -1.7140 2.0737 0.0 -0.1 0.0
H -0.0145 -1.2238 3.5042 0.0 -0.1 0.0
C -1.9711 -0.3258 3.3335 0.1 -0.2 -0.1
C -2.9428 0.0881 2.2647 -0.1 0.1 0.2
C -3.1636 1.4281 1.9748 0.0 0.0 0.0
C -4.0224 1.8001 0.9552 0.0 0.1 -0.1
C -4.6719 0.8335 0.2072 -0.1 0.1 -0.1
C -4.4619 -0.5057 0.4898 0.0 -0.1 -0.1
C -3.6053 -0.8734 1.5109 0.0 0.0 0.0
H -3.4471 -1.9205 1.7276 0.0 -0.1 0.0
H -4.9676 -1.2652 -0.0891 0.0 -0.1 0.0
H -5.3393 1.1218 -0.5922 -0.1 0.0 -0.1
H -4.1812 2.8476 0.7413 0.0 0.1 0.0
H -2.6558 2.1886 2.5511 0.1 0.1 0.1
H -1.7384 0.5271 3.9743 0.0 0.0 0.1
H -2.4183 -1.1065 3.9539 0.0 0.1 0.1
H -0.6901 0.6360 1.1811 0.1 0.1 -0.1
H 0.3566 1.0124 2.5559 0.0 0.1 0.0
H 3.7254 -1.1192 5.8217 0.1 0.0 0.1
H 2.4443 -1.7768 4.7956 0.0 -0.1 0.0
H 2.2997 -0.1365 5.4485 0.0 0.1 0.1
```
Positions in Å, forces in eV/Å.

Properties
2S+1: 1
Structure (SMILES): CCOC(=O)C1(CCCc2ccccc2)CCN(Cc2nccn2CC)CC1

---

3.
Molecular formula: C23H33N3O3
Method: DFT, the ωB97M-V functional and the def2-TZVPD basis

The geometry in XYZ format:
```
62
Properties=species:S:1:pos:R:3:forces:R:3
C -5.4642 -0.8644 -2.0694 1.4 -1.2 -2.6
N -4.7039 -0.5756 -0.9038 -1.8 4.8 -1.4
C -4.2582 -1.5052 -0.1695 -5.1 -9.3 -5.0
O -4.6074 -2.7885 -0.4541 1.4 4.1 0.3
C -3.6395 -1.4379 0.9900 -1.5 7.8 10.0
H -4.4601 -1.3183 1.9973 1.6 -0.9 -3.1
H -3.2441 -0.4312 1.2547 0.1 -0.1 -0.9
C -2.6675 -2.3416 1.3131 2.8 -4.0 1.8
C -1.4630 -2.1215 0.5577 0.7 -6.1 3.1
N -1.2017 -1.4096 -0.3685 -8.1 5.1 -2.0
N -0.0012 -1.2560 -0.7091 5.4 -1.3 -1.2
C 0.5169 -2.1965 -0.0258 7.0 -3.8 3.4
O -0.2358 -2.9590 0.8721 -1.6 4.5 -2.6
C 2.0692 -2.5940 0.1393 -5.1 -5.3 3.4
H 2.1120 -3.7837 0.0613 -0.5 2.1 0.4
H 2.4254 -2.4028 -0.7139 3.5 2.3 -6.4
C 2.8195 -2.1922 1.3354 -0.2 6.1 -0.8
C 2.4946 -0.5803 1.4900 0.8 1.0 -1.0
H 3.2229 -0.0485 2.1883 -1.1 -1.0 -0.4
H 1.4489 -0.3060 1.7612 0.7 -0.5 0.0
C 2.8379 0.2663 0.0561 0.9 -2.2 7.9
C 4.1756 0.1192 -0.1568 7.5 -5.3 -8.7
C 5.3650 0.4787 0.5546 -0.7 -5.3 -10.4
C 6.6063 0.1711 0.2642 2.0 -0.9 -8.0
C 6.9108 -0.2935 -1.3829 6.8 2.0 10.7
C 5.9333 -0.7721 -1.9723 -8.3 -1.4 -0.9
C 4.5617 -0.7363 -1.5517 0.0 5.1 6.0
H 3.7635 -0.6409 -2.2341 -0.9 -0.9 -0.9
H 5.9522 -1.2797 -2.8167 1.0 -2.2 -4.3
H 7.9612 -0.6943 -1.3887 -1.0 1.0 -0.9
H 7.5060 0.5013 0.6832 0.8 0.3 1.3
H 5.1592 0.8036 1.3313 -2.9 6.0 13.4
H 2.2134 0.0554 -0.6275 -4.2 -1.8 -5.2
H 2.7397 1.2066 0.3504 -1.2 4.5 1.4
H 2.4326 -2.5787 2.2141 0.0 -1.3 1.7
H 3.8949 -2.0071 1.1955 -0.2 -1.6 0.1
H -2.3561 -2.3916 2.3230 0.5 1.4 1.6
H -3.0835 -3.3081 1.4228 -0.1 -1.8 -1.6
C -4.4955 0.8616 -0.6917 3.9 -6.6 9.7
H -4.6259 1.1943 0.4478 0.1 -1.2 -1.7
H -5.1407 1.3592 -1.0568 -8.6 6.0 -5.5
C -3.2075 1.1697 -1.0201 5.3 -3.7 -9.8
C -2.4129 2.1231 -0.4382 4.7 4.3 -3.4
C -0.9332 2.1640 -0.9719 -3.3 8.1 -0.1
C -0.1928 3.3436 -0.2095 8.6 -13.4 1.2
C -0.0031 2.7652 1.3058 -7.1 9.2 -1.5
C -1.5434 2.5767 1.7629 -0.8 4.1 -1.8
H -1.5881 2.1478 2.7748 -0.6 -0.2 -0.6
O -2.2835 1.8652 0.7934 -0.1 -3.2 9.4
H -2.2492 3.7376 1.7231 2.6 -2.9 0.7
H 0.3603 3.5928 1.9302 0.5 -0.8 0.1
H 0.3562 1.9037 1.3693 3.9 -7.1 0.5
H 1.1369 3.3857 -0.5745 -4.1 0.0 0.5
H -0.4471 4.2020 -0.1288 -3.9 10.6 0.3
H -0.7966 2.5756 -1.9184 -0.4 -0.5 -2.4
H -0.3720 1.4166 -0.7598 3.0 -5.6 0.9
H -2.8552 3.0793 -0.6148 -0.3 1.7 -0.1
H -2.5664 0.1818 -1.1414 -1.2 1.9 0.7
H -3.0886 1.5028 -2.2820 -0.8 -0.9 3.1
H -5.5395 -1.9504 -1.9078 -0.7 0.1 -1.1
H -4.8269 -0.6357 -3.0849 -1.5 -0.5 2.4
H -6.4221 -0.3494 -2.1177 0.1 0.0 0.2
```
Positions in Å, forces in eV/Å.

Properties
2S+1: 1

---

4.
Molecular formula: C23H33N5O
Method: DFT, the ωB97M-V functional and the def2-TZVPD basis

The geometry in XYZ format:
```
62
Properties=species:S:1:pos:R:3:forces:R:3
O -2.9550 -1.4498 -2.3951 -0.2 -0.5 -0.1
C -2.5071 -0.3706 -2.0633 0.5 0.6 0.0
N -3.1421 0.5501 -1.3360 -0.3 0.3 0.0
C -4.4452 0.3399 -0.7525 -0.1 -0.5 0.0
H -4.7780 1.2997 -0.3520 0.0 0.0 0.0
C -4.4641 -0.7266 0.3468 0.2 0.2 0.0
C -3.4038 -0.5105 1.4268 -0.2 -0.1 -0.1
N -2.0487 -0.8608 1.0232 0.1 -0.1 0.1
C -1.1077 -0.4461 2.0511 0.2 0.1 0.0
C 0.3251 -0.8211 1.6837 -0.2 0.2 0.1
N 0.4099 -2.2534 1.4915 0.0 -0.1 0.0
C -0.4719 -2.6294 0.4083 -0.3 -0.1 0.1
C -1.9059 -2.2891 0.7904 0.1 -0.1 -0.2
H -2.5537 -2.5845 -0.0346 0.0 0.0 0.0
H -2.1826 -2.8656 1.6918 0.0 0.0 0.0
H -0.3947 -3.7065 0.2431 0.0 0.0 -0.1
H -0.2238 -2.1052 -0.5297 0.0 -0.1 0.0
C 1.7653 -2.7697 1.3797 -0.1 0.0 0.1
C 2.5747 -2.2352 0.2219 0.0 0.0 0.1
C 2.4181 -2.7568 -1.0577 0.0 0.0 0.0
C 3.1358 -2.2419 -2.1234 0.0 0.0 -0.1
C 4.0338 -1.2068 -1.9225 0.1 0.1 -0.1
C 4.2085 -0.6901 -0.6501 0.1 0.1 0.0
C 3.4775 -1.1961 0.4101 0.0 -0.1 0.0
H 3.6209 -0.7916 1.4024 0.0 0.0 0.1
H 4.9193 0.1060 -0.4831 0.1 0.1 0.0
H 4.5995 -0.8100 -2.7529 0.1 0.0 -0.1
H 2.9997 -2.6555 -3.1125 0.0 0.0 -0.1
H 1.7386 -3.5808 -1.2203 -0.1 -0.1 0.0
H 2.2742 -2.5342 2.3196 0.0 -0.1 -0.1
H 1.6833 -3.8581 1.2988 0.1 0.0 0.0
H 0.9886 -0.5332 2.5036 0.0 0.0 0.0
H 0.6236 -0.2686 0.7784 0.0 0.0 0.1
H -1.1750 0.6400 2.1626 0.0 0.0 0.0
H -1.3535 -0.9144 3.0222 0.0 0.0 0.0
H -3.3968 0.5479 1.7063 0.0 0.0 0.1
H -3.6961 -1.0903 2.3238 0.1 0.1 0.0
H -4.3392 -1.7031 -0.1158 -0.1 -0.1 0.0
H -5.4478 -0.7046 0.8199 0.0 -0.1 0.0
H -5.1345 0.0292 -1.5450 0.0 0.1 0.1
H -2.5821 1.3489 -1.0333 -0.2 -0.2 -0.1
C -1.1345 0.1027 -2.5929 -0.5 -0.4 -0.4
N -0.3813 0.9526 -1.7137 0.7 0.2 0.3
C 0.9387 0.8689 -1.4425 0.0 0.3 0.1
C 1.2515 1.9253 -0.6127 -0.1 -0.1 -0.2
C 0.0352 2.6032 -0.4319 0.2 -0.4 -0.2
N -0.9332 2.0115 -1.1128 -0.3 0.5 0.1
C -0.1239 3.8237 0.4038 -0.1 0.1 0.1
H -1.0548 3.7754 0.9725 0.0 0.0 0.0
C 1.0843 3.9481 1.3343 0.0 0.2 -0.2
C 2.3869 3.7763 0.5519 0.0 -0.2 0.2
H 3.2395 4.0209 1.1884 0.0 0.0 -0.1
C 2.5263 2.3420 0.0357 0.1 0.1 0.0
H 3.3564 2.2661 -0.6701 0.0 0.0 0.1
H 2.7431 1.6695 0.8719 0.1 0.0 0.0
H 2.3886 4.4686 -0.2932 0.0 0.1 0.0
H 1.0698 4.9223 1.8267 0.0 -0.1 0.1
H 1.0278 3.1780 2.1073 0.0 0.0 0.1
H -0.1836 4.7019 -0.2470 0.0 0.0 0.1
H 1.5528 0.0878 -1.8438 0.1 -0.3 -0.1
H -1.3412 0.6337 -3.5325 0.1 -0.1 0.1
H -0.5358 -0.7800 -2.8258 -0.1 0.1 0.1
```
Positions in Å, forces in eV/Å.

Properties
2S+1: 1
Structure (SMILES): O=C(Cn1cc2c(n1)CCCC2)NCCCN1CCN(Cc2ccccc2)CC1

---

HOMO-LUMO gap: 9.067; 8.633; 8.001; 9.060 (eV)
Energy above the lowest of the compared OMol25 structures with the same formula, charge and spin: 258.42; 191.31; 2267.48; 155.66 (kJ/mol)
Max |F|: 0.9; 0.6; 15.9; 0.8 (eV/Å)